Density functional theory data (ωB97M-V/def2-TZVPD) for a 2-piece molecular cluster, C4H7Cl3Si overall.

Summary:
* energy above the lowest of the compared OMol25 structures with the same formula, charge and spin: 195.1 kcal/mol
* electronic energy: -49701.134 eV
* charge: 0
* HOMO energy (alpha / beta): -8.10 / -8.86 eV
* HOMO-LUMO gap (alpha / beta): 0.2858 / 0.3158 Ha
* E_LUMO (alpha / beta): -0.012 / -0.010 Eh

Each line ends with the Löwdin charge.
Atoms and positions in Å:
1 C 2.2642 -0.7076 -0.4587  -1.2488
2 H 1.9625 2.1223 -0.0398  -0.0115
3 Cl 2.6197 -0.5745 -2.1396  0.5604
4 Cl 3.7924 -0.4885 0.5469  0.4285
5 Cl -2.7670 -1.4151 0.7285  0.5503
6 H 1.9624 -1.7937 -0.2185  0.0634
7 C -2.4043 -0.1413 1.8241  -0.4402
8 H -1.5817 0.7024 -2.6405  0.0534
9 H 0.6285 0.6295 1.5241  -0.0136
10 H -1.9905 -0.2539 -1.1520  -0.0214
11 H -2.9946 -0.0007 2.7069  -0.0048
12 H -1.3047 0.0401 1.8187  -0.0456
13 C -1.2586 0.4362 -1.6438  -0.0843
14 C -0.1779 0.6446 -0.9434  -0.2355
15 Si 1.2495 0.8004 0.0871  0.4495



Density functional theory data (ωB97M-V/def2-TZVPD) for an isolated ion of composition C4H7ClF3N4O and charge +1.

Summary:
* energy above the lowest of the compared OMol25 structures with the same formula, charge and spin: 0.0 kcal/mol
* electronic energy: -32933.320 eV
* charge: +1
* HOMO energy: -13.02 eV
* SMILES: CO/N=C(\F)N[C@H](Cl)N(F)C(=[NH2+])F
* HOMO-LUMO gap: 0.3539 Ha
* E_LUMO: -0.124 Eh

Each line ends with the Löwdin charge.
Atoms and positions in Å:
1 C 0.9859 1.7295 -0.1182  -0.3698
2 Cl 3.7105 -1.0072 -0.3333  0.7474
3 H -3.0298 -1.4344 0.6777  0.0926
4 N -0.7191 -0.2218 -0.2365  0.0863
5 F 0.8083 1.8581 -1.4002  0.2242
6 H 1.5300 -2.2503 0.5939  0.1508
7 N 0.4732 2.6408 0.6573  0.3062
8 H -2.9369 -1.5756 -1.1053  0.1000
9 H -0.0908 3.3757 0.2452  0.1680
10 N 1.1547 -1.5064 0.0196  0.0648
11 H 1.7898 -0.2597 -1.5305  0.1404
12 H 0.5849 2.6207 1.6655  0.1588
13 H -3.9624 -0.3211 -0.3616  0.1012
14 N 1.8306 0.7706 0.2519  -0.0055
15 C -3.0355 -0.8821 -0.2654  -0.0569
16 C -0.2149 -1.3394 0.0400  -0.3673
17 O -2.0270 0.1225 -0.3176  -0.1279
18 C 2.0088 -0.5134 -0.4828  -0.6335
19 F -0.8362 -2.4757 0.3878  0.1367
20 F 1.9760 0.6689 1.6124  0.0833



Density functional theory data (ωB97M-V/def2-TZVPD) for an isolated ion of composition C4H7ClN and charge +1.

Summary:
* energy above the lowest of the compared OMol25 structures with the same formula, charge and spin: 77.2 kcal/mol
* electronic energy: -18263.679 eV
* charge: +1
* HOMO energy: -14.82 eV
* SMILES: Cl[C@@H]1C[N@@H+]2C[C@H]12
* HOMO-LUMO gap: 0.4216 Ha
* E_LUMO: -0.123 Eh

Each line ends with the Löwdin charge.
Atoms and positions in Å:
1 H 0.7885 1.7980 0.1978  0.1438
2 C -1.2096 -0.0693 -0.0125  -0.0619
3 H -2.0782 -0.5641 0.2807  0.1217
4 H -0.3192 -0.2506 1.9060  0.1721
5 H -1.5860 0.8604 -0.2026  0.0966
6 C -0.3710 -0.5813 -1.1978  -0.5057
7 N -0.0582 -0.0813 0.9914  0.0334
8 H 1.6307 -1.3481 0.0840  0.1364
9 C 0.9689 -0.5438 0.0779  -0.0139
10 H -0.3595 -1.5779 -1.4986  0.0725
11 H 1.6636 1.0255 1.3177  0.0970
12 Cl -0.0816 0.5042 -2.5345  0.6996
13 C 1.0115 0.8284 0.5905  0.0084



Density functional theory data (ωB97M-V/def2-TZVPD) for a 2-piece molecular cluster, C4H7ClN overall.

Summary:
* energy above the lowest of the compared OMol25 structures with the same formula, charge and spin: 94.3 kcal/mol
* electronic energy: -18262.938 eV
* charge: +1
* HOMO energy: -14.52 eV
* HOMO-LUMO gap: 0.3423 Ha
* E_LUMO: -0.191 Eh

Each line ends with the Löwdin charge.
Atoms and positions in Å:
1 H -2.3412 1.8119 0.6079  0.0723
2 H 0.0008 -0.9875 -0.2067  0.0377
3 Cl -1.7173 -1.8043 -0.4327  0.6342
4 H 2.9758 -1.0827 0.4718  0.1222
5 H -1.4616 1.2982 -0.9072  0.0922
6 C -2.2475 -0.2396 0.3763  -0.4984
7 H 2.1350 0.8040 -1.7379  0.1924
8 C -2.0292 0.9806 0.0140  -0.0489
9 C 2.3285 -0.2306 0.4096  0.0254
10 N 1.0601 -0.6332 -0.2980  0.1692
11 C 1.7744 0.2309 -0.8252  0.0431
12 H -2.7407 -0.5191 1.2897  0.0652
13 H 2.2629 0.3715 1.2385  0.0935



Density functional theory data (ωB97M-V/def2-TZVPD) for one molecule with the formula C4H7ClN2O2.

Summary:
* energy above the lowest of the compared OMol25 structures with the same formula, charge and spin: 48.2 kcal/mol
* electronic energy: -23854.808 eV
* charge: 0
* HOMO energy: -10.37 eV
* SMILES: O=[N+]([O-])N1CCC[C@@H]1Cl
* HOMO-LUMO gap: 0.4072 Ha
* E_LUMO: 0.026 Eh

Each line ends with the Löwdin charge.
Atoms and positions in Å:
1 N -0.4833 0.1746 -0.7758  -0.0918
2 N -0.9721 0.2220 -1.9974  -0.4712
3 H -0.2248 0.8163 1.9488  0.1065
4 C -1.1117 -0.3320 0.3690  -0.1480
5 H 1.5971 -1.3616 0.8413  0.1240
6 H 1.4631 0.1406 -1.6016  0.1571
7 H 2.0288 0.0799 1.4159  0.0771
8 Cl 1.3973 2.1014 -0.1656  0.6704
9 O -2.0814 -0.0497 -2.1882  0.1241
10 O -0.2093 0.4265 -2.9142  0.0474
11 H -0.1294 -0.9207 2.4067  0.1238
12 H -1.3613 -1.4572 0.2400  0.1472
13 C 1.2520 -0.3094 0.8161  -0.2441
14 H -2.1024 0.2332 0.5956  0.1491
15 C -0.0368 -0.2088 1.5568  -0.1754
16 C 0.9740 0.4449 -0.5474  -0.5961



Density functional theory data (ωB97M-V/def2-TZVPD) for an isolated ion of composition C4H7ClNO and charge +1.

Summary:
* energy above the lowest of the compared OMol25 structures with the same formula, charge and spin: 31.3 kcal/mol
* electronic energy: -20312.220 eV
* charge: +1
* HOMO energy: -14.90 eV
* SMILES: [NH3+]C1(C(=O)Cl)CC1
* HOMO-LUMO gap: 0.4104 Ha
* E_LUMO: -0.137 Eh

Each line ends with the Löwdin charge.
Atoms and positions in Å:
1 H -0.9107 1.7962 -0.5468  0.0988
2 Cl -2.7634 0.8922 0.0033  0.7191
3 N -0.0677 1.4907 -0.0128  0.1871
4 O -2.0002 -1.6292 0.0316  0.1492
5 C 0.8885 -0.9819 0.7653  -0.0062
6 H 0.7589 1.8293 -0.4399  0.1649
7 H 0.4579 -1.8977 1.2272  0.1447
8 H 0.8639 -1.5665 -1.3673  0.1163
9 C 0.0505 0.0753 0.0522  -0.3207
10 C -1.6514 -0.5348 0.0593  -0.6031
11 H 1.8487 -0.2195 -1.1387  0.1034
12 H -0.2106 2.0675 0.8070  0.1790
13 C 1.0243 -0.7274 -0.7445  -0.0302
14 H 1.7115 -0.5940 1.3040  0.0979



Density functional theory data (ωB97M-V/def2-TZVPD) for one molecule with the formula C4H7ClO.

Summary:
* energy above the lowest of the compared OMol25 structures with the same formula, charge and spin: 32.4 kcal/mol
* electronic energy: -18830.124 eV
* charge: 0
* HOMO energy: -9.40 eV
* SMILES: C[C@@H](O)/C=C/Cl
* HOMO-LUMO gap: 0.3796 Ha
* E_LUMO: 0.034 Eh

Each line ends with the Löwdin charge.
Atoms and positions in Å:
1 H -1.8691 0.8239 1.5203  0.0918
2 H -2.7815 1.8724 0.3309  0.0695
3 C -1.7880 1.5037 0.6141  -0.0394
4 H -0.2715 -1.0612 1.3688  0.0728
5 Cl 1.9737 -1.4732 0.7110  0.6212
6 C 0.4351 -0.7337 0.6132  -0.5973
7 O -1.3560 1.2252 -1.8624  -0.0112
8 H -1.9618 -0.2406 -0.5789  0.1230
9 H -1.1301 2.3917 0.7175  0.0844
10 C -1.2900 0.5716 -0.5782  -0.4047
11 C 0.1294 0.2033 -0.2761  -0.1551
12 H 0.9415 0.5266 -0.9391  0.1161
13 H -0.5511 1.6597 -1.8449  0.0289



Density functional theory data (ωB97M-V/def2-TZVPD) for one molecule with the formula C4H7ClO.

Summary:
* energy above the lowest of the compared OMol25 structures with the same formula, charge and spin: 46.0 kcal/mol
* electronic energy: -18829.536 eV
* charge: 0
* HOMO energy: -9.77 eV
* SMILES: C=C(CO)CCl
* HOMO-LUMO gap: 0.3901 Ha
* E_LUMO: 0.031 Eh

Each line ends with the Löwdin charge.
Atoms and positions in Å:
1 H -0.0933 2.0117 0.7160  0.1768
2 C 0.0991 -0.1387 0.0671  -0.3693
3 H -1.5001 -0.7113 1.3158  0.0999
4 H -0.2492 1.5907 -0.9812  0.0834
5 C -0.5197 -1.0510 0.8104  0.0269
6 H 1.4724 -0.2499 -1.7884  0.1104
7 H -2.3704 0.3192 -0.2535  0.1068
8 H 1.4597 -1.5898 -0.5206  0.0260
9 O -1.9257 1.0743 0.1897  -0.0990
10 C 1.4635 -0.5579 -0.6658  -0.6173
11 H -0.0470 -2.0960 1.0249  0.1040
12 Cl 2.7573 0.1924 0.1454  0.6134
13 C -0.5467 1.2063 -0.0598  -0.2619